Density functional theory data (ωB97M-V with the def2-TZVPD basis set) for 2 unconnected molecules or ions with the total composition C4H8BrNO in a non-equilibrium geometry.

The geometry in XYZ format:
```
15
Properties=species:S:1:pos:R:3:forces:R:3:lowdin_charge:R:1
C 0.61596 -0.90643 -0.11920 0.52 -1.76 -0.06 -0.4699
C -0.44301 -1.09262 0.92838 -0.05 1.92 -0.44 -0.0361
C -0.34888 1.31384 -1.12895 -1.23 0.28 -2.00 -0.1459
C 0.73187 0.40297 -0.77537 2.75 2.40 2.33 -0.6484
N 1.34251 -1.91047 -0.39516 -2.30 -0.59 2.30 0.1647
O 1.44979 1.26605 1.05338 -1.63 -1.07 -2.30 -0.2140
Br 2.25057 0.66761 -1.88713 -0.05 -0.27 -0.04 0.8207
H -0.49872 -0.19994 1.51819 -0.15 0.81 0.25 0.0648
H -1.40526 -1.21638 0.45908 -0.41 -0.35 -0.18 0.0852
H -0.24063 -1.83189 1.64628 0.46 -1.44 0.30 0.0716
H -0.65306 0.92204 -2.20406 0.10 0.64 1.99 0.1332
H -1.17516 1.15060 -0.40284 0.37 0.60 -0.69 0.0932
H -0.04939 2.40832 -1.34196 -0.37 -1.90 0.89 0.1179
H 1.93107 -1.94944 -1.15515 1.79 0.87 -2.03 -0.0103
H 2.40269 1.29279 0.93185 0.22 -0.14 -0.33 -0.0268
```
Forces are in eV/Å.

* gap between HOMO and LUMO (spin up / spin down): 8.884 / 8.883 eV
* E_LUMO (spin up / spin down): -0.93 / -0.93 eV

***

Density functional theory data (ωB97M-V with the def2-TZVPD basis set) for a molecular structure, C32H45AsCoN5O5PTe in a non-equilibrium geometry.

The geometry in XYZ format:
```
91
Properties=species:S:1:pos:R:3:forces:R:3:lowdin_charge:R:1
Co 0.40623 1.02902 0.66790 -1.42 0.43 1.54 0.4675
C 3.11387 -1.28620 -2.08764 0.09 -0.02 -0.02 -0.0380
C 1.94049 -0.47726 -1.50014 -0.10 0.02 -0.15 -0.1263
N 2.30490 0.12633 -0.20996 -0.31 0.04 -0.08 -0.1661
C 3.37660 1.11272 -0.43073 0.00 0.18 0.07 -0.1169
C 4.55829 0.48281 -1.19609 0.06 -0.10 -0.02 -0.0347
N 4.32031 -0.99707 -1.24789 0.03 -0.01 -0.01 -0.0795
C 4.11993 -1.52938 0.14221 0.09 0.00 -0.07 -0.0299
C 2.80550 -0.93525 0.68441 -0.08 -0.06 0.15 -0.1160
H 3.35544 -1.00258 -3.11102 -0.06 -0.03 0.01 0.1464
H 2.95011 -2.36299 -2.04577 -0.05 0.03 -0.01 0.1376
H 1.09344 -1.13567 -1.33380 0.00 0.00 0.00 0.0757
H 1.62812 0.31680 -2.17942 0.00 -0.01 0.01 0.1371
H 3.69587 1.48865 0.53944 -0.01 0.00 -0.01 0.1352
H 2.96830 1.94407 -1.00352 0.02 0.00 0.02 0.1230
H 5.51365 0.63946 -0.69850 -0.02 0.06 -0.01 0.1475
H 4.63550 0.82838 -2.22602 0.00 0.03 0.03 0.1452
H 5.13310 -1.45188 -1.66510 0.00 0.01 0.01 0.2016
H 4.99500 -1.23302 0.71942 -0.05 -0.02 0.03 0.1470
H 4.09446 -2.61587 0.07372 -0.01 0.03 0.05 0.1464
H 2.95548 -0.51420 1.67560 -0.01 -0.01 0.00 0.1336
H 2.03217 -1.69748 0.76818 0.01 0.01 0.01 0.1272
C -0.01422 -3.11102 3.92491 -0.07 -0.03 0.01 -0.0559
C -1.17059 -2.14423 3.90022 -0.06 0.12 0.00 -0.2116
O -0.72440 -0.81705 4.32228 0.18 -0.03 -0.12 -0.2349
P -0.26067 0.30541 3.33967 -0.67 0.72 0.47 0.1553
O 0.46654 -0.27362 2.13300 0.42 0.23 -0.74 -0.3721
Te -1.97578 1.69590 2.38721 1.44 -0.29 -0.73 0.9279
O 0.54473 1.29470 4.23525 0.13 -0.35 0.06 -0.2876
C 1.41197 0.88111 5.35935 0.03 0.02 -0.14 -0.2109
C 0.70434 1.11277 6.66662 0.05 0.02 0.02 -0.0535
H -0.38269 -4.12105 3.74569 0.00 -0.01 -0.01 0.0825
H 0.46962 -3.10594 4.90015 0.01 0.01 0.02 0.0923
H 0.71828 -2.86881 3.15528 0.02 0.02 -0.02 0.0661
H -1.94585 -2.40541 4.61671 0.03 -0.03 -0.03 0.1351
H -1.61650 -2.04865 2.90899 -0.01 -0.06 0.02 0.0919
H 2.29717 1.50395 5.24804 -0.02 -0.02 0.04 0.1253
H 1.68840 -0.16306 5.21229 0.02 0.00 0.06 0.1138
H 0.36049 2.14287 6.74057 0.00 0.02 -0.01 0.0915
H 1.40300 0.93378 7.48416 0.00 -0.02 0.01 0.0958
H -0.14358 0.44196 6.78828 -0.02 -0.01 -0.02 0.0811
O -1.08430 0.21928 -0.20422 0.35 -0.20 -0.55 -0.5930
As -1.74668 -0.91371 -1.27484 0.11 0.08 0.21 1.2760
C -1.08388 -2.66655 -0.86111 -0.09 -0.02 0.00 -0.2964
C -0.11458 -3.37357 -1.56890 0.13 0.05 -0.08 -0.1133
C 0.29541 -4.62314 -1.12485 0.00 0.02 -0.01 -0.0573
C -0.26318 -5.17470 0.01977 -0.01 0.00 0.00 -0.0372
C -1.23362 -4.47607 0.72401 0.02 -0.03 -0.01 -0.0500
C -1.64309 -3.22636 0.28790 -0.05 0.02 -0.02 -0.0964
C -1.45316 -0.26420 -3.06248 -0.03 -0.04 -0.02 -0.2898
C -2.01539 0.99157 -3.30564 -0.02 0.05 0.08 -0.1223
C -1.92089 1.56670 -4.56277 0.03 0.00 -0.02 -0.0670
C -1.26850 0.89223 -5.58965 -0.02 0.00 0.01 -0.0415
C -0.73513 -0.36484 -5.35886 0.00 0.00 0.01 -0.0496
C -0.83272 -0.94886 -4.10046 0.04 -0.14 0.02 -0.0850
C -3.62897 -0.91940 -0.97342 0.03 0.04 0.07 -0.3168
C -4.38208 -2.02979 -1.34564 0.03 -0.04 -0.09 -0.0835
C -5.76016 -2.00084 -1.18853 0.06 -0.02 -0.01 -0.0442
C -6.37533 -0.87353 -0.66341 -0.01 0.02 0.01 -0.0378
C -5.62077 0.23177 -0.29315 0.00 -0.04 -0.01 -0.0493
C -4.24373 0.21313 -0.44695 0.06 0.05 0.01 -0.1192
H 0.32833 -2.97834 -2.47566 -0.07 -0.01 0.05 0.0790
H 1.03173 -5.17927 -1.68944 0.00 -0.02 -0.02 0.1168
H 0.04108 -6.15841 0.34955 0.01 -0.02 0.01 0.1235
H -1.69081 -4.91773 1.59880 -0.01 0.00 0.02 0.1198
H -2.42536 -2.70221 0.82525 0.00 0.01 -0.02 0.1076
H -2.57704 1.49833 -2.52616 0.02 -0.01 0.01 0.1050
H -2.39077 2.52199 -4.75923 -0.02 0.01 0.00 0.1185
H -1.21260 1.33127 -6.57609 0.01 0.01 -0.02 0.1230
H -0.26699 -0.91083 -6.16623 0.01 -0.01 -0.02 0.1205
H -0.45897 -1.95636 -3.97209 -0.03 0.06 0.02 0.0895
H -3.90934 -2.91554 -1.75582 0.00 0.02 0.01 0.1141
H -6.35204 -2.85819 -1.47693 0.00 -0.02 0.00 0.1213
H -7.44923 -0.85679 -0.53874 -0.02 0.00 -0.01 0.1226
H -6.10817 1.10471 0.11817 0.00 0.02 0.01 0.1179
H -3.65119 1.06575 -0.14016 0.01 -0.03 -0.04 0.0453
C 0.43369 6.48202 -0.90877 0.03 0.04 0.00 0.0221
N 0.61609 5.12400 -0.41195 -0.04 -0.15 -0.01 -0.0623
C 1.30910 4.79094 0.82654 0.01 -0.01 0.00 0.0238
C 1.18985 3.29535 0.79284 -0.10 -0.01 -0.06 -0.4574
O 1.54958 2.43672 1.61771 -0.16 -0.37 -0.28 0.0001
N 0.53274 2.88456 -0.30716 0.19 -0.27 0.22 0.1354
C 0.20608 4.00572 -1.00572 -0.10 0.06 -0.02 -0.3479
N -0.43557 3.96163 -2.16059 0.03 -0.10 0.02 0.2642
H 0.50501 7.16851 -0.06894 0.00 0.01 -0.02 0.1101
H -0.56136 6.59206 -1.33765 0.00 0.02 0.00 0.1018
H 1.19427 6.74076 -1.64577 -0.02 0.01 0.00 0.1103
H 0.80480 5.20502 1.70249 0.01 -0.02 0.02 0.1650
H 2.34920 5.12367 0.82452 0.00 0.01 0.01 0.1616
H -0.68990 3.06492 -2.55059 -0.03 0.04 0.02 0.0959
H -0.62841 4.79362 -2.69291 -0.01 0.01 0.00 0.1306
```
Forces are in eV/Å.

* gap between HOMO and LUMO (spin up / spin down): 5.947 / 5.939 eV
* net charge: +3
* E_LUMO (spin up / spin down): -9.23 / -9.23 eV

***

Density functional theory data (ωB97M-V with the def2-TZVPD basis set) for a molecular structure, C31H50HgN2O8SSb in a non-equilibrium geometry.

The geometry in XYZ format:
```
94
Properties=species:S:1:pos:R:3:forces:R:3:lowdin_spin:R:1
Hg -0.06150 1.11630 -0.53930 1.02 0.70 0.85 0.0030
C 1.81380 2.22400 0.05690 -0.13 0.02 0.34 0.0008
C 2.88700 1.24030 -0.15570 -0.07 0.02 0.05 0.0007
C 3.24500 0.75750 1.09530 0.12 -0.14 -0.28 -0.0002
C 2.53640 1.52530 2.07620 -0.37 0.31 0.22 0.0004
C 1.69720 2.42420 1.48940 -0.04 -0.18 0.03 0.0000
C 0.93350 3.53970 2.16600 -0.14 0.03 0.20 0.0001
C 0.61930 3.16370 3.61980 0.10 0.05 -0.22 0.0001
C 1.83180 4.78810 2.14920 -0.11 -0.15 0.03 0.0000
C -0.38210 3.87210 1.45590 0.15 -0.18 -0.05 0.0017
C 4.17820 -0.32910 1.62470 0.26 -0.16 0.04 0.0000
C 3.54030 -1.00520 2.85630 0.12 0.07 -0.08 0.0000
C 4.47740 -1.49440 0.67700 -0.02 0.17 0.03 0.0000
C 5.49130 0.33930 2.06810 -0.14 -0.14 -0.03 0.0000
C 3.46970 1.06390 -1.55630 0.12 -0.07 -0.19 0.0001
C 3.06030 -0.26480 -2.20230 0.00 0.10 0.08 0.0001
C 4.99900 1.21540 -1.53460 -0.18 -0.10 0.06 0.0001
C 2.97360 2.16970 -2.50440 -0.08 -0.16 0.20 0.0011
H 1.73170 3.09340 -0.58070 -0.20 -0.01 -0.23 0.0000
H 2.65980 1.41120 3.13840 -0.05 -0.06 0.20 0.0000
H 1.53660 3.02780 4.18920 0.11 -0.05 0.14 0.0000
H 0.04810 2.23880 3.64010 -0.09 -0.11 0.03 0.0000
H 0.03530 3.94900 4.10200 -0.05 0.10 0.01 0.0000
H 2.77630 4.57790 2.64860 0.12 0.00 0.04 0.0000
H 1.34290 5.62140 2.65590 -0.06 0.12 0.03 0.0000
H 2.03990 5.07650 1.12150 0.06 0.10 -0.11 0.0000
H -1.06590 3.02460 1.51190 -0.03 -0.02 -0.02 0.0002
H -0.22040 4.11620 0.40850 -0.06 0.01 -0.17 0.0012
H -0.86470 4.72680 1.93230 -0.01 0.10 0.08 0.0001
H 2.53350 -1.33110 2.60940 -0.14 -0.08 0.01 0.0000
H 3.49790 -0.34390 3.71630 -0.08 0.08 0.11 0.0000
H 4.11990 -1.88270 3.14870 0.09 -0.05 0.00 0.0000
H 3.55040 -1.99130 0.39550 -0.08 -0.06 -0.09 0.0000
H 5.10820 -2.22520 1.18910 0.03 -0.02 0.04 0.0000
H 5.00000 -1.18870 -0.21960 0.01 -0.01 -0.17 0.0000
H 5.27810 1.12020 2.79550 0.00 0.10 0.08 0.0000
H 5.99050 0.80190 1.22130 0.10 0.05 -0.12 0.0000
H 6.16850 -0.38480 2.52450 0.09 -0.11 0.05 0.0000
H 3.29410 -1.11640 -1.57460 0.02 -0.14 0.05 0.0000
H 3.56780 -0.38760 -3.16030 0.01 -0.03 -0.14 0.0000
H 1.98410 -0.25590 -2.37830 -0.07 -0.07 -0.09 0.0001
H 5.49600 0.42430 -0.98740 0.11 -0.07 0.11 0.0000
H 5.26370 2.16520 -1.07590 0.08 0.14 0.08 0.0000
H 5.38200 1.20690 -2.55470 0.06 -0.01 -0.15 0.0000
H 1.89170 2.15410 -2.60790 -0.17 0.12 -0.05 0.0011
H 3.40760 2.01780 -3.49160 0.06 -0.06 -0.12 0.0001
H 3.28200 3.15180 -2.15150 -0.02 0.14 0.02 0.0001
O -3.48810 -1.99520 -1.32700 -0.36 -0.26 -0.13 -0.0015
C -2.74480 -1.01310 -1.36690 -0.04 -0.03 -0.17 0.0003
O -1.78600 -0.82740 -0.53080 0.01 0.21 -0.23 0.0013
C -2.98690 0.08900 -2.35730 0.41 0.33 0.18 0.0098
C -4.24790 0.32260 -2.86120 -0.49 0.10 -0.37 0.0502
C -4.52110 1.49540 -3.58700 1.17 -0.56 0.90 0.0168
C -3.57420 2.52320 -3.60990 0.25 0.27 -0.11 0.1246
C -2.31400 2.32180 -3.04460 -0.41 0.00 -0.03 0.0176
C -1.92560 1.00740 -2.61240 -0.73 -0.02 -0.29 0.0215
O -0.68950 0.67400 -2.47810 -0.24 -0.43 -0.99 0.0106
N -1.46360 3.38700 -2.82580 -0.04 -0.39 -0.35 0.2915
O -0.57230 3.30140 -1.90800 0.77 -0.20 0.97 0.1786
O -1.61810 4.46470 -3.44930 -0.40 0.94 -0.63 0.2412
N -5.77070 1.68510 -4.18220 -1.80 0.28 -0.79 0.0057
O -6.64450 0.79710 -4.07950 0.74 0.74 -0.10 0.0127
O -5.99120 2.74240 -4.80990 0.18 -0.97 0.57 -0.0065
H -5.03220 -0.39900 -2.68750 0.03 -0.07 -0.03 0.0027
H -3.83260 3.49270 -4.01090 0.15 -0.08 -0.02 0.0118
C 1.77670 -4.11230 -0.98850 -0.19 0.34 0.11 -0.0002
Sb 0.30700 -2.44480 -0.73980 0.20 -0.94 -0.21 0.0000
C -0.29920 -2.65320 -2.80010 -0.02 0.15 0.22 0.0001
C -1.15230 -3.84650 0.05450 0.25 0.32 -0.05 0.0001
H 1.34630 -4.97470 -1.48930 -0.23 -0.09 -0.12 0.0000
H 2.14410 -4.43520 -0.01840 0.08 -0.04 0.24 0.0000
H 2.62770 -3.77500 -1.57200 0.21 0.13 -0.12 0.0000
H -0.95890 -3.51010 -2.91260 -0.02 -0.11 0.06 0.0000
H 0.57760 -2.77410 -3.43370 0.09 0.00 0.02 0.0000
H -0.82820 -1.75240 -3.08580 -0.05 0.14 -0.12 0.0001
H -1.16280 -4.74430 -0.55690 0.07 -0.12 -0.10 0.0000
H -2.12090 -3.36550 0.00620 -0.20 0.11 -0.05 0.0000
H -0.92180 -4.11170 1.08240 0.12 -0.07 0.19 0.0000
C -3.95060 -0.83820 1.69840 -0.05 -0.01 -0.11 0.0000
C -2.85080 -1.17060 2.68070 0.36 -0.01 -0.47 0.0000
S -1.19430 -0.83150 1.92310 -0.06 -1.39 2.61 0.0001
O -1.13350 0.63480 1.78980 -0.03 1.58 -0.59 0.0001
C -0.27190 -1.07600 3.53810 -0.26 -0.13 -0.70 0.0000
C -0.02930 -2.54350 3.81920 0.00 0.04 -0.03 0.0000
H -4.93470 -0.97910 2.15180 0.03 0.06 0.06 0.0000
H -3.87970 -1.47190 0.81910 -0.10 -0.04 -0.11 0.0000
H -3.85050 0.19760 1.37570 -0.09 0.05 -0.03 0.0000
H -2.85050 -2.23080 2.93260 0.03 -0.10 0.09 0.0000
H -2.92920 -0.56750 3.58570 0.20 0.04 0.06 0.0000
H -0.80530 -0.58450 4.34920 -0.15 0.16 -0.05 0.0000
H 0.66200 -0.54460 3.36750 0.05 0.12 -0.07 0.0000
H -0.96640 -3.06220 4.01060 -0.06 -0.14 0.03 0.0000
H 0.61750 -2.67600 4.68720 0.04 -0.03 0.02 0.0000
H 0.44750 -3.00830 2.95820 0.08 -0.15 -0.04 0.0000
```
Forces are in eV/Å.

* gap between HOMO and LUMO (spin up / spin down): 3.826 / 6.507 eV
* net charge: -2
* 2S+1: 2
* E_LUMO (spin up / spin down): 3.89 / 3.89 eV

***

Density functional theory data (ωB97M-V with the def2-TZVPD basis set) for a molecular structure, H16O8Sr in a non-equilibrium geometry.

The geometry in XYZ format:
```
25
Properties=species:S:1:pos:R:3:forces:R:3:lowdin_charge:R:1
Sr 13.60466 4.74472 -1.66744 -7.23 -2.94 -1.23 1.8094
O 15.25162 4.87669 -2.57455 11.36 0.90 -6.36 -0.2516
H 16.12238 5.18515 -2.32385 0.76 0.22 -0.26 0.1273
H 15.40591 4.31191 -3.33181 0.47 -0.15 -0.52 0.1177
O 14.10276 2.89311 -1.82767 2.14 -10.44 -1.35 -0.1971
H 14.30782 2.24315 -2.49978 0.19 -0.82 -0.34 0.1277
H 14.04624 2.38919 -1.01582 0.18 -0.68 0.44 0.1178
O 12.82298 4.90290 0.15292 -3.56 0.86 8.48 -0.1869
H 12.42481 5.70774 0.48447 -0.27 0.28 0.64 0.1143
H 12.28966 4.20041 0.52478 -0.30 -0.30 0.59 0.1186
O 12.19039 6.09443 -1.79632 -6.95 7.05 -0.80 -0.2075
H 11.25376 5.92447 -1.69588 -0.52 0.69 -0.03 0.1086
H 12.23501 6.96021 -2.20211 -0.34 0.70 -0.44 0.1285
O 15.00628 4.44533 -0.39936 8.79 -2.89 8.35 -0.2608
H 15.76210 3.85847 -0.37590 0.68 -0.31 0.21 0.1284
H 14.88456 4.71637 0.51057 0.08 0.01 0.69 0.1184
O 13.32177 4.72481 -3.59405 -1.91 -0.40 -9.80 -0.1960
H 12.60001 4.33687 -4.08882 -0.49 -0.12 -0.52 0.1183
H 13.75336 5.30905 -4.21745 0.18 0.30 -0.71 0.1211
O 11.82009 3.83515 -1.75009 -7.16 -4.13 -0.65 -0.1868
H 10.93152 4.18992 -1.72180 -0.79 -0.51 -0.03 0.1073
H 11.69986 2.89940 -1.91182 -0.35 -0.63 -0.13 0.1171
O 14.38216 6.37703 -1.15683 4.46 11.84 3.55 -0.2319
H 15.22354 6.52667 -0.72565 0.52 0.65 0.10 0.1253
H 13.81096 7.06408 -0.81344 0.06 0.83 0.13 0.1127
```
Forces are in eV/Å.

* gap between HOMO and LUMO: 11.355 eV
* net charge: +2
* E_LUMO: -6.81 eV

***

The calculation returns the following E_tot values, one per record and in order: -77854.439 -166628.622 -73860.833 -17445.456 eV.